{"formula": "C22H46GaINO13", "method": "the ωB97M-V functional and the def2-TZVPD basis", "lumo_ha": 0.077, "multiplicity": 1, "charge": -1, "homo_lumo_gap_ev": 7.3, "species": ["I", "Ga", "O", "O", "O", "O", "O", "O", "O", "O", "O", "O", "O", "O", "O", "N", "C", "C", "C", "C", "C", "C", "C", "C", "C", "C", "C", "C", "C", "C", "C", "C", "C", "C", "C", "C", "C", "C", "H", "H", "H", "H", "H", "H", "H", "H", "H", "H", "H", "H", "H", "H", "H", "H", "H", "H", "H", "H", "H", "H", "H", "H", "H", "H", "H", "H", "H", "H", "H", "H", "H", "H", "H", "H", "H", "H", "H", "H", "H", "H", "H", "H", "H", "H"], "coordinates": [[0.21411, 0.78720, -3.81007], [-1.84210, 1.60858, -2.32094], [-2.35788, -4.01977, 6.55838], [0.56672, 4.53223, -6.99482], [-1.19967, 3.43112, -7.87077], [-2.69453, -5.50317, 4.89716], [1.38098, -1.27519, 4.73937], [-1.01337, -1.93621, 0.13521], [5.62887, 0.34101, -0.77158], [5.23500, -0.43345, 1.30771], [2.38264, -1.38147, 6.77173], [0.63106, 3.95824, -9.07537], [3.56897, -0.23903, -0.04830], [3.59261, -1.01788, 5.02401], [-2.43599, -3.42711, 4.38222], [-5.49043, 0.84877, -3.27980], [-3.81556, -0.18836, -4.64483], [3.00280, 0.11756, -1.32867], [-2.21059, -2.05598, 4.74914], [-2.76534, -6.53059, 5.88736], [-0.07777, 2.77337, -0.22416], [2.35093, -1.23330, 5.45108], [-0.10857, 3.92452, -7.95732], [0.01414, 3.31086, -10.18874], [-2.48329, -4.28135, 5.38791], [0.03560, 0.95369, 1.64037], [0.04903, -1.57648, 1.00914], [-0.70786, 2.15368, 1.04178], [3.69185, -0.82343, 3.60162], [-1.07681, 3.16581, -1.31925], [1.10810, -1.61499, 7.38059], [6.63146, -0.28891, 1.56277], [-4.31198, 0.97917, -3.77743], [4.86895, -0.06756, 0.06671], [0.48561, -0.14915, 0.65434], [-0.06775, 4.49119, -5.70378], [-1.71719, -3.10073, 0.50185], [-3.36867, 2.11296, -3.58281], [-2.74970, -0.10350, -4.89404], [-5.71156, 1.68591, -2.73511], [-2.64533, -3.14275, -0.08140], [-2.93003, 2.42742, -4.54233], [-0.16765, 2.26015, -9.96933], [0.58294, 5.06908, -5.05489], [-0.14105, 3.46865, -5.34060], [-1.91034, 3.73352, -0.86539], [-2.19207, -1.50753, 3.81248], [0.49484, 3.66339, 0.10107], [6.77223, -0.61774, 2.58864], [3.33384, -1.70261, 3.07032], [-0.58284, 3.85798, -2.02195], [0.43874, -0.77585, 7.20012], [-1.97675, -3.08075, 1.57219], [-0.61805, 0.49690, 2.40381], [-4.39369, -0.21531, -5.57731], [-1.13524, -4.01846, 0.30605], [-0.28195, -1.63513, 2.06095], [1.58406, -0.13839, 0.58137], [-3.90186, 2.96832, -3.13623], [4.74718, -0.66120, 3.41004], [6.93939, 0.74928, 1.44893], [-2.29446, 0.42156, -1.36955], [-2.93860, -7.44788, 5.33340], [-1.83262, -6.59035, 6.44577], [0.91376, 1.32210, 2.19714], [3.44241, -0.48915, -2.11684], [-1.25444, -1.95409, 5.25103], [0.09665, 0.05662, -0.35486], [-0.93339, 3.78743, -10.43545], [1.31204, -1.71473, 8.44190], [3.10675, 0.03953, 3.29110], [-3.58285, -6.34011, 6.58056], [1.94088, -0.08337, -1.24656], [7.21485, -0.90511, 0.88046], [0.65489, -2.52389, 6.99709], [0.72006, 3.41471, -11.00770], [-3.01700, -1.69937, 5.38773], [-3.98389, -1.13725, -4.11854], [-0.72052, 2.93621, 1.81968], [0.67807, 2.08459, -0.63572], [-1.05776, 4.94094, -5.75312], [-1.76270, 1.88571, 0.85638], [0.87696, -2.30249, 0.90413], [3.17173, 1.17113, -1.53720]], "forces_ev_per_angstrom": [[0.1, -0.1, -0.1], [-0.4, 0.0, 0.3], [0.0, 0.1, 0.1], [0.0, 0.0, 0.0], [-0.2, -0.1, 0.0], [0.0, -0.1, 0.0], [-0.3, -0.1, 0.3], [-0.2, 0.0, 0.2], [0.0, 0.0, -0.1], [0.1, 0.0, -0.3], [-0.1, -0.1, 0.2], [0.0, 0.0, 0.0], [0.1, 0.0, 0.0], [-0.1, 0.0, 0.1], [0.0, 0.1, -0.2], [0.5, 0.3, 0.0], [0.0, 0.2, 0.2], [0.0, 0.0, -0.3], [0.0, 0.0, -0.1], [0.0, 0.0, 0.0], [0.4, 0.2, 0.2], [0.3, 0.1, -0.4], [0.1, 0.0, 0.0], [0.0, 0.0, 0.0], [0.0, 0.0, 0.1], [0.0, -0.3, 0.3], [-0.1, -0.1, -0.1], [-0.2, 0.2, 0.0], [0.2, 0.0, 0.2], [0.0, 0.3, 0.0], [0.0, 0.1, 0.0], [0.0, 0.0, 0.0], [-0.1, -0.6, -0.3], [0.2, 0.0, 0.0], [0.3, -0.1, 0.1], [0.0, 0.1, 0.1], [0.1, 0.0, 0.1], [-0.2, 0.1, -0.2], [-0.3, 0.0, 0.1], [0.0, 0.0, 0.0], [0.3, 0.1, 0.1], [-0.1, -0.1, 0.2], [0.0, 0.0, 0.0], [0.0, 0.0, 0.0], [0.0, -0.1, 0.0], [0.2, -0.1, -0.1], [0.0, 0.0, 0.0], [-0.1, -0.2, -0.1], [0.1, 0.0, 0.0], [0.0, 0.0, 0.0], [-0.2, -0.2, 0.1], [0.0, 0.0, 0.0], [0.0, -0.1, -0.1], [0.2, 0.1, -0.1], [0.1, 0.0, 0.2], [0.0, 0.2, 0.0], [0.0, 0.0, -0.1], [-0.7, 0.0, 0.3], [0.2, -0.1, -0.1], [-0.3, 0.0, 0.2], [0.0, 0.0, 0.0], [0.1, -0.1, -0.1], [0.0, 0.0, 0.0], [0.0, 0.0, 0.0], [-0.2, -0.1, -0.2], [0.1, 0.0, 0.0], [0.1, 0.0, 0.0], [0.0, -0.1, 0.3], [0.0, 0.0, 0.0], [0.0, 0.0, 0.0], [0.0, 0.0, 0.0], [0.0, 0.0, 0.0], [0.2, 0.0, -0.2], [0.0, 0.0, 0.0], [0.0, -0.1, -0.1], [0.0, 0.0, 0.0], [0.0, 0.0, 0.0], [0.0, 0.3, -0.1], [-0.2, -0.2, -0.2], [-0.2, 0.2, 0.0], [0.0, 0.0, 0.0], [0.4, 0.0, -0.1], [-0.1, 0.2, -0.1], [0.0, 0.0, 0.0]]}


{"formula": "C22H46NO2", "method": "the ωB97M-V functional and the def2-TZVPD basis", "lumo_ha": -0.160, "multiplicity": 1, "charge": 1, "homo_lumo_gap_ev": 8.0, "species": ["O", "O", "N", "C", "C", "C", "C", "C", "C", "C", "C", "C", "C", "C", "C", "C", "C", "C", "C", "C", "C", "C", "C", "C", "C", "H", "H", "H", "H", "H", "H", "H", "H", "H", "H", "H", "H", "H", "H", "H", "H", "H", "H", "H", "H", "H", "H", "H", "H", "H", "H", "H", "H", "H", "H", "H", "H", "H", "H", "H", "H", "H", "H", "H", "H", "H", "H", "H", "H", "H", "H"], "coordinates": [[0.10332, 0.30375, -2.05301], [0.20836, -0.66394, -0.01154], [-6.16071, -1.10549, -0.81535], [-2.72857, 0.42954, -0.49887], [-4.42209, -1.14558, 0.69042], [2.08290, -2.19180, -0.08935], [-4.92059, -1.38229, -0.69116], [-0.94107, 1.14346, 3.54403], [1.65605, -0.74548, -0.05126], [-6.73790, -0.50317, 0.41026], [-5.75029, -0.98563, 1.47083], [-2.54245, 3.82964, 5.56736], [-1.41214, 3.66275, 3.28308], [4.03510, -1.46667, -3.53092], [-1.87213, -0.69538, -1.13146], [5.09291, -2.56571, -3.41139], [-0.41130, -0.30322, -1.15173], [0.47806, 1.19590, 2.99004], [-1.25249, 3.98153, 4.76889], [-3.41708, 0.03182, 0.80225], [5.80059, -2.53683, -5.86475], [6.24518, -2.45357, -4.40876], [-1.85748, 2.22986, 2.98290], [5.21266, 0.22455, -2.02493], [4.56470, -0.04160, -3.37945], [5.50077, -2.57298, -2.39653], [-3.32962, 4.46862, 5.16054], [-3.91751, -2.06584, 0.99731], [-0.47494, 3.34877, 5.20553], [4.50971, 0.02980, -1.20973], [-7.77918, -0.77405, 0.55303], [-1.37206, 0.16183, 3.31997], [5.13651, -1.71361, -6.13324], [-6.69163, 0.57912, 0.28084], [1.93970, -2.63368, -1.07471], [-2.90789, 2.80070, 5.55693], [0.97873, 2.12807, 3.25355], [-2.08057, 1.27570, -0.27007], [-2.66092, -0.23120, 1.54014], [5.26756, -3.47104, -6.05588], [-6.68743, -1.24383, -1.67058], [6.08771, -0.40657, -1.86337], [-0.46911, 3.86547, 2.76958], [-1.97857, -1.63539, -0.58652], [2.02358, -0.24377, 0.84079], [-2.39434, 4.10931, 6.61027], [-6.05233, -1.96066, 1.84840], [-0.91542, 1.21191, 4.63426], [3.14876, -2.24617, 0.13740], [-1.92005, 2.11507, 1.89478], [5.28272, 0.17529, -4.17460], [6.65581, -2.49817, -6.53979], [3.27003, -1.63808, -2.76491], [6.78912, -1.51905, -4.24543], [3.73438, 0.65451, -3.52466], [1.56499, -2.78463, 0.66270], [5.53803, 1.26170, -1.93929], [4.60280, -3.53581, -3.54470], [0.47527, 1.11071, 1.90163], [3.52019, -1.55517, -4.49108], [6.95890, -3.25523, -4.20397], [-2.14393, 4.35149, 2.84932], [-4.35171, -1.76122, -1.53057], [-2.87156, 2.07645, 3.36734], [-5.67875, -0.27595, 2.28862], [-3.45355, 0.81631, -1.22009], [-0.89034, 5.00756, 4.86256], [-3.95484, 0.89290, 1.20167], [-2.15526, -0.85721, -2.17056], [1.07962, 0.37908, 3.39134], [2.01306, -0.18749, -0.91436]], "forces_ev_per_angstrom": [[-0.1, -0.3, 0.1], [-0.2, -0.3, -0.3], [-0.2, 0.0, 0.0], [0.2, 0.0, 0.1], [0.1, -0.3, 0.1], [0.3, 0.0, 0.0], [0.0, 0.0, 0.0], [0.0, 0.0, 0.0], [0.1, 0.3, 0.0], [0.1, 0.3, 0.1], [0.0, 0.0, -0.2], [0.0, 0.0, 0.0], [0.0, 0.0, 0.0], [0.0, 0.0, 0.0], [-0.1, 0.1, 0.0], [0.0, 0.0, 0.0], [0.3, 0.2, 0.1], [0.0, 0.0, 0.1], [0.0, 0.0, 0.0], [-0.2, 0.1, -0.1], [0.0, 0.0, 0.0], [0.0, 0.0, 0.0], [0.0, 0.0, 0.0], [0.0, 0.0, 0.0], [0.0, 0.0, 0.0], [0.0, 0.0, 0.0], [0.0, 0.0, 0.0], [0.1, 0.0, 0.0], [0.0, 0.0, 0.0], [0.0, 0.0, 0.0], [0.0, -0.3, 0.0], [0.0, 0.0, 0.0], [0.0, 0.0, 0.0], [-0.1, 0.0, 0.0], [-0.1, 0.0, 0.0], [0.0, 0.0, 0.0], [0.0, 0.0, 0.0], [0.0, 0.1, 0.0], [0.0, 0.0, 0.1], [0.0, 0.0, 0.0], [0.1, 0.1, -0.1], [0.0, 0.0, 0.0], [0.0, 0.0, 0.0], [0.0, 0.0, 0.0], [-0.1, 0.0, 0.1], [0.0, 0.0, 0.0], [-0.1, 0.1, 0.1], [0.0, 0.0, 0.0], [0.0, 0.0, -0.1], [0.0, 0.0, 0.0], [0.0, 0.0, 0.0], [0.0, 0.0, 0.0], [0.0, 0.0, 0.0], [0.0, 0.0, 0.0], [0.0, 0.0, 0.0], [-0.1, 0.0, 0.0], [0.0, 0.0, 0.0], [0.0, 0.0, 0.0], [0.0, 0.0, 0.0], [0.0, 0.0, 0.0], [0.0, 0.0, 0.0], [0.0, 0.0, 0.0], [0.0, 0.0, 0.0], [0.0, 0.0, 0.0], [0.1, -0.1, 0.1], [0.0, -0.1, 0.0], [0.0, 0.0, 0.0], [0.0, 0.0, 0.0], [0.0, 0.0, 0.0], [0.0, 0.0, 0.0], [0.0, 0.0, 0.0]]}


{"formula": "C22H46NP", "method": "the ωB97M-V functional and the def2-TZVPD basis", "lumo_ha": 0.022, "smiles": "CCN[PH2](C)Cc1ccccc1.CCCCCC.CCCCCC", "multiplicity": 1, "homo_lumo_gap_ev": 8.8, "species": ["P", "N", "C", "C", "C", "C", "C", "C", "C", "C", "C", "C", "C", "C", "C", "C", "C", "C", "C", "C", "C", "C", "C", "C", "H", "H", "H", "H", "H", "H", "H", "H", "H", "H", "H", "H", "H", "H", "H", "H", "H", "H", "H", "H", "H", "H", "H", "H", "H", "H", "H", "H", "H", "H", "H", "H", "H", "H", "H", "H", "H", "H", "H", "H", "H", "H", "H", "H", "H", "H"], "coordinates": [[-1.22811, 3.25283, -1.65755], [0.35253, 2.63961, -2.31630], [3.59432, -4.50688, -1.68602], [-0.55841, 0.49568, 2.76331], [-1.15649, 4.82048, -2.73396], [-1.26644, -0.15301, 5.16374], [-3.00331, 3.72027, -0.98980], [2.81438, -2.37835, 0.47623], [-5.57921, 0.42172, -1.37485], [-4.28861, 2.65285, -3.10029], [-1.39074, 1.76728, 2.69095], [-5.83642, 0.48753, -2.91948], [-4.01697, 2.58351, -1.54974], [-5.20122, 1.61176, -3.80874], [1.07539, -0.86738, 5.87089], [0.20403, 0.48054, -0.87475], [3.45419, -2.05893, -0.86615], [0.05109, 0.25684, 5.82461], [5.10136, -4.65270, -1.46645], [-4.65697, 1.47733, -0.67576], [5.92729, -4.24681, -2.67817], [0.35347, 1.12820, -2.34136], [-1.15437, -0.56384, 3.69207], [3.11251, -3.07769, -1.95512], [-5.42907, 1.64002, -4.93811], [-1.79460, 1.98970, -2.04095], [-0.67275, 3.36762, -0.32293], [-1.46070, 2.26272, 3.66273], [5.65853, -4.84846, -3.55106], [3.52252, -2.72698, -2.90726], [0.64616, -0.57941, -0.79022], [4.53920, -1.97693, -0.74627], [-2.15619, -0.82843, 3.33155], [3.16370, -3.33398, 0.87555], [-6.48619, -0.29114, -3.44461], [-1.69888, -0.99076, 5.72405], [3.07032, -4.91111, -0.81344], [1.38793, 0.78317, -2.73457], [-0.55830, -1.47816, 3.61226], [0.73134, 1.21238, -0.14839], [-0.93841, 2.47634, 1.99191], [6.99147, -4.40042, -2.47776], [0.32913, 2.88963, -3.32961], [1.36155, -1.19579, 4.86884], [5.78729, -3.19262, -2.92876], [1.72422, -2.41962, 0.38819], [-6.01431, -0.41085, -0.70694], [3.29662, -5.13673, -2.53302], [3.10608, -1.07325, -1.19232], [1.98278, -0.53002, 6.37988], [5.31665, -5.70088, -1.23154], [-3.78247, 3.47865, -3.72404], [-3.06064, 3.71452, 0.15070], [-1.83999, 4.64470, -3.64073], [5.41846, -4.07347, -0.59322], [0.68255, -1.72893, 6.41820], [-1.46113, 5.72840, -2.10481], [-0.16188, 0.57854, 6.84998], [0.48021, 1.12598, 5.31558], [-4.40886, 1.47150, 0.44140], [-3.30118, 4.72721, -1.46086], [2.02388, -3.10131, -2.08973], [0.46334, 0.74178, 3.07004], [-0.48314, 0.07144, 1.75756], [-1.98047, 0.67186, 5.25975], [3.06448, -1.60486, 1.20725], [-2.40502, 1.54976, 2.34135], [-0.40475, 0.70259, -3.10868], [-0.06775, 4.99765, -3.04917], [-0.88493, 0.41712, -0.52512]], "forces_ev_per_angstrom": [[0.2, 0.3, 0.3], [-0.5, -1.0, -1.0], [0.0, 0.0, 0.1], [-0.1, -0.1, 0.0], [0.8, 0.3, 0.0], [0.0, 0.1, 0.0], [-2.1, -1.1, -0.5], [0.1, 0.1, 0.2], [1.7, 2.4, -1.7], [-1.7, -2.8, 1.4], [0.1, 0.1, -0.1], [2.0, 2.3, 1.5], [-1.6, -0.9, -1.4], [0.7, -0.2, 4.2], [0.2, 0.1, 0.0], [-0.2, 0.7, 0.1], [-0.1, 0.0, -0.1], [-0.1, 0.0, 0.1], [-0.1, -0.1, 0.0], [-0.4, 0.4, -4.2], [0.2, 0.0, 0.1], [1.1, -1.0, -0.1], [0.0, -0.1, 0.0], [0.0, 0.0, -0.1], [0.5, 0.0, 2.1], [0.0, 0.3, 0.0], [-0.2, 0.0, -0.9], [0.0, 0.0, -0.1], [0.0, 0.1, 0.0], [0.0, 0.0, 0.0], [-0.6, 1.8, -0.3], [0.0, 0.0, 0.0], [0.1, 0.0, 0.0], [-0.1, 0.0, 0.0], [1.0, 1.2, 1.1], [0.0, 0.1, 0.0], [0.0, 0.0, 0.0], [-1.6, 0.6, 0.6], [0.0, 0.0, 0.0], [-0.6, -1.4, -1.1], [-0.1, 0.0, 0.0], [-0.1, 0.0, -0.1], [0.3, -0.1, 1.0], [0.0, 0.0, 0.1], [0.0, -0.1, 0.0], [0.1, -0.1, 0.0], [0.6, 1.5, -1.5], [0.0, 0.0, 0.1], [0.1, 0.0, 0.0], [0.0, -0.1, 0.0], [0.0, 0.1, 0.0], [-1.0, -1.4, 1.2], [0.1, 0.3, -1.5], [1.0, 0.5, 1.4], [-0.1, 0.0, 0.0], [0.0, 0.0, -0.1], [0.1, -1.4, -1.1], [0.0, 0.0, -0.1], [-0.1, 0.0, 0.0], [-0.6, -0.2, -1.9], [0.1, -1.5, 1.1], [0.1, 0.0, 0.0], [0.0, 0.0, 0.0], [0.1, 0.0, 0.1], [0.0, 0.0, 0.0], [-0.1, -0.1, 0.0], [0.0, 0.0, 0.1], [0.8, 0.6, 1.4], [-1.7, -0.3, 0.2], [1.4, 0.1, -0.6]]}